No. 1
Density functional theory data (wB97M-V/def2-TZVPD) for a structure of composition C38H47F6N9O8PRbSSb.

Results
M: 1142.1 u
total charge: -2
LUMO (spin up / spin down): 3.3 / 3.3 eV
E_HOMO (spin up / spin down): -2.85 / -4.06 eV
ΔE to the lowest compared entry with this formula, charge and spin: 0.00 kcal/mol
spin multiplicity: 2

XYZ file:
```
112
Properties=species:S:1:pos:R:3:forces:R:3:mulliken_spin:R:1
F -1.5743 -2.3227 2.0794 0.00 -0.05 0.01 0.0002
F -1.2651 -1.8657 4.3114 0.00 -0.01 0.00 0.0000
N 1.1819 -3.2248 -0.0436 0.02 -0.06 0.04 -0.0008
H -0.1582 -4.5502 -0.8619 -0.01 0.00 0.02 0.0000
C 0.6708 3.6033 3.1359 0.03 0.00 -0.04 0.0000
H -3.5902 1.5795 -1.9057 -0.01 0.00 -0.02 -0.0166
N 2.7612 -7.8113 1.2803 0.01 0.00 -0.02 0.0000
H -4.3900 -1.7714 -4.0963 0.01 -0.02 0.01 0.0118
C -3.4838 -1.2142 -3.8488 0.00 0.04 -0.01 -0.0161
H -2.3283 4.2081 3.9239 0.02 0.01 0.00 0.0001
C 2.0425 2.6993 -3.6256 0.00 0.02 -0.02 0.0005
O -6.6430 0.3007 -0.1864 0.07 -0.01 0.02 -0.0287
C 1.1064 4.7876 -0.2823 0.01 0.03 0.03 0.0000
O -5.1388 -1.3961 -0.6672 0.03 -0.03 0.04 -0.0397
H -5.4374 1.4704 -3.1386 -0.03 -0.03 0.03 -0.0044
P -2.1081 -1.1866 3.1185 -0.01 0.03 -0.07 0.0008
H 1.1079 -1.0807 4.0660 0.00 0.00 0.01 0.0000
H 1.7084 3.3831 2.8597 0.00 -0.01 0.00 0.0000
H -2.7918 5.0794 2.4627 0.01 0.01 -0.01 0.0001
H -2.9450 -1.0226 -4.7855 0.00 -0.02 0.01 -0.0136
C 4.2999 -7.6836 3.4859 0.00 0.01 0.01 0.0000
C -2.8997 4.1355 2.9989 0.00 0.00 0.00 -0.0002
C 2.3791 -5.4415 1.1810 -0.03 -0.04 -0.01 -0.0008
Rb -0.3416 -0.6318 0.0041 0.08 0.02 -0.05 0.0018
C 3.4302 1.1746 1.0781 -0.01 0.00 -0.06 0.0002
H -5.8431 -0.1057 -4.0547 0.04 0.00 -0.05 0.0286
N -3.8996 0.0463 -3.2584 -0.02 -0.02 0.01 0.2870
O 3.3293 -11.4827 2.0344 0.00 -0.01 -0.01 0.0000
S 2.9658 -10.4876 1.0461 -0.01 0.02 0.02 0.0000
C -3.0671 0.6997 -2.2788 0.07 -0.05 -0.01 -0.0381
H -2.9221 0.0393 -1.4148 -0.04 0.08 0.08 -0.0119
O 1.5472 -10.4146 0.7485 0.01 -0.02 -0.02 0.0000
C -5.2065 0.4412 -3.3757 -0.02 0.05 -0.03 0.7192
C 3.3426 1.9145 -1.6855 0.01 -0.06 -0.01 0.0003
C -2.6243 -2.1087 -2.9667 -0.03 -0.04 0.01 0.0018
H -1.1438 -0.9285 -3.4505 0.00 -0.01 0.02 -0.0008
H -2.5494 2.0409 2.7895 0.01 0.02 -0.03 -0.0001
H -0.7106 2.8908 4.6668 0.02 0.00 0.00 0.0000
C -1.6644 1.1443 -2.7203 0.02 0.01 -0.05 0.0165
Sb -0.4338 2.8136 1.4233 -0.02 0.11 -0.01 -0.0006
H -3.3461 3.5456 0.2470 0.00 0.00 -0.01 -0.0004
H 0.4407 1.6763 4.1294 0.01 0.00 -0.01 0.0000
H -2.2156 5.5667 0.3751 0.00 0.00 0.01 0.0000
F -3.3946 -2.0732 3.4641 -0.01 -0.02 0.01 0.0000
C 0.7110 -4.4617 -0.2194 0.00 0.01 -0.02 -0.0011
H 0.9351 5.7104 2.6293 0.00 0.00 -0.02 0.0000
C -3.4183 2.7282 0.9708 0.01 -0.02 0.01 -0.0115
H 5.4944 -0.3527 2.0352 0.00 0.00 0.00 0.0000
C -0.3591 4.4799 0.0165 -0.02 0.00 -0.01 0.0001
H -0.9866 6.4839 -0.4938 0.00 0.00 0.00 0.0000
F -0.7976 -0.2823 2.7220 -0.04 0.05 0.20 -0.0004
H 1.1951 5.4693 -1.1361 0.01 -0.01 0.00 0.0000
C 3.7715 -6.5109 2.9836 -0.01 0.00 -0.02 -0.0002
C 2.3538 4.8796 -4.5745 0.01 -0.01 0.01 0.0000
H 3.7601 -3.9759 1.9621 0.00 0.02 0.02 -0.0001
H 3.9496 6.0514 -3.7280 0.00 0.00 0.00 0.0000
O -1.2907 0.8883 -3.9060 -0.03 0.02 0.02 0.0010
C 3.0844 2.9286 -2.7275 0.00 0.02 0.02 0.0000
H 1.1928 5.3277 4.3312 0.00 0.00 0.00 0.0000
C 1.6703 3.6829 -4.5454 -0.01 -0.01 0.00 -0.0001
C 2.2543 -3.0950 0.7352 0.04 0.03 -0.02 -0.0011
C -1.1430 5.7535 0.3102 -0.02 -0.03 0.00 0.0000
O -1.2846 -1.6555 -2.8156 0.01 0.02 0.02 -0.0004
H -3.0728 -2.2087 -1.9737 0.01 0.00 -0.04 -0.0021
H 2.6434 -2.0894 0.8592 0.01 0.00 -0.01 0.0002
H 5.2784 -2.0778 3.8462 0.00 0.00 0.01 0.0000
H 4.5702 4.3033 -2.0704 0.00 0.00 0.00 0.0000
C 4.5549 -0.5425 2.5356 0.01 0.00 0.01 -0.0001
H 1.1279 -0.3194 -2.6495 0.02 0.01 -0.03 -0.0003
H -3.1907 1.7984 0.4469 0.01 0.02 0.00 0.0097
H 0.4279 1.3780 -3.9571 0.01 0.00 -0.01 -0.0017
C 2.1049 -0.9371 3.6645 0.00 -0.01 0.00 -0.0001
H -2.6134 -3.1030 -3.4257 0.00 -0.01 0.01 -0.0015
N 4.0809 -8.8714 2.9356 0.04 0.00 -0.02 0.0000
C 3.1754 -1.7010 4.1061 0.01 0.00 0.00 0.0001
N 2.2254 -0.0066 2.7196 -0.01 0.00 -0.01 -0.0001
O -0.9824 1.6748 -1.8265 -0.06 -0.02 0.03 -0.0015
H 4.9250 -7.6727 4.3746 -0.01 0.00 0.01 0.0000
H 3.0266 -2.4476 4.8748 -0.01 0.00 0.00 0.0000
C 1.7169 0.5950 -2.6287 -0.05 -0.02 0.02 0.0006
H -0.8310 6.2259 1.2428 0.01 0.01 0.03 0.0000
H -3.9556 4.0364 3.2790 0.00 0.01 0.00 -0.0002
H 0.9706 2.9878 5.1966 0.00 -0.01 0.00 0.0000
H 3.9383 -5.5612 3.4712 0.01 0.00 0.01 0.0000
C 2.8795 -4.1586 1.3625 0.02 -0.03 -0.02 0.0020
H 0.8616 -6.5762 0.1813 0.00 0.00 0.00 0.0000
C 3.7713 4.1411 -2.7816 0.01 0.00 0.00 -0.0001
H 1.6038 5.2636 0.5686 -0.01 -0.01 -0.01 0.0000
N 4.1902 2.1890 -0.7605 -0.01 0.05 0.01 0.0000
N 2.6265 0.7172 -1.7249 0.01 0.01 -0.01 0.0000
C 3.4240 0.1799 2.1630 0.02 -0.01 0.02 0.0001
C -5.8790 -0.5360 -0.4374 -0.07 0.02 -0.04 0.1114
C 2.9955 -6.6293 1.8346 0.02 0.05 0.02 0.0005
C 0.5786 5.0914 3.4529 0.00 -0.01 0.01 0.0000
H 2.0612 5.6449 -5.2829 0.00 0.00 0.00 0.0000
C 3.3069 -8.8841 1.8530 -0.05 -0.02 0.02 0.0000
F -2.9077 -0.4814 1.8776 -0.01 0.03 -0.06 -0.0027
C 1.2682 -5.5899 0.3580 0.00 0.01 0.01 0.0008
F -2.6062 -0.0140 4.1063 0.00 -0.01 0.00 0.0000
H 2.5351 1.7954 1.0045 -0.01 0.01 0.01 0.0001
H -4.4596 2.6718 1.3070 0.01 0.00 0.00 -0.0013
C 3.4164 5.1099 -3.6981 0.00 0.00 0.00 0.0000
O 3.8410 -10.4308 -0.1145 0.00 0.00 -0.01 0.0000
C 4.4221 -1.4938 3.5304 -0.01 -0.01 0.00 0.0000
H 0.8433 3.4890 -5.2170 0.00 0.00 0.00 0.0000
H -0.7827 4.0043 -0.8733 0.00 0.00 0.01 -0.0003
C -2.4819 2.9330 2.1607 0.00 -0.04 0.01 0.0028
N 4.3658 1.2412 0.2262 0.00 -0.03 0.01 0.0000
C 0.3238 2.7392 4.3471 -0.04 -0.01 0.01 0.0001
N 1.3896 1.4816 -3.5882 -0.02 -0.02 0.03 0.0015
H 1.6724 3.8880 -0.5284 0.01 -0.03 0.00 -0.0001
H -0.4418 5.3999 3.6798 -0.05 0.00 0.01 0.0000
```
Positions in Å, forces in eV/Å.

No. 2
Density functional theory data (wB97M-V/def2-TZVPD) for a structure of composition C38H47GeN7P2RhSSe2 in a non-equilibrium geometry.

Results
M: 1029.3 u
total charge: +1
LUMO: -2.8 eV
E_HOMO: -10.20 eV
ΔE to the lowest compared entry with this formula, charge and spin: 11.64 kcal/mol

XYZ file:
```
99
Properties=species:S:1:pos:R:3:forces:R:3:mulliken_charge:R:1
H 2.4277 -5.6370 0.8974 0.04 0.01 0.01 0.4074
H -2.3432 -7.2001 0.6815 0.00 0.00 -0.01 0.4658
N -2.0539 -4.0784 1.3779 -0.04 -0.05 -0.06 -0.4050
H 1.3079 4.0877 5.1386 0.00 -0.01 0.00 0.4486
H 5.4212 4.9610 0.2079 0.00 -0.01 0.00 0.4196
Rh -2.6362 -0.1786 0.9149 -0.56 0.85 -0.37 -0.3181
H -5.7937 1.2595 3.2233 0.01 -0.01 0.01 0.3987
C 2.1490 -4.6508 1.2588 0.07 0.02 0.01 -1.1552
N -4.6680 0.4000 1.6361 0.27 -0.66 0.01 -0.3471
H -4.6341 2.3265 2.4357 0.04 -0.01 0.00 0.3046
C -0.2012 -5.4734 0.8118 0.00 0.17 0.09 -1.0634
H -2.0741 -2.9557 -3.2632 0.00 0.00 0.03 0.3446
C 4.2877 3.5224 1.3261 -0.03 0.05 0.03 -0.7433
H 0.1815 -6.3889 0.3861 -0.02 -0.02 0.00 0.4397
C 0.5520 1.8939 2.6750 0.08 -0.01 -0.07 -0.5728
H -3.8741 -0.0972 4.1102 -0.01 0.01 0.04 0.3369
C 0.6703 -4.5289 1.3024 -0.21 -0.14 -0.09 1.2061
P -0.3993 2.1812 0.0981 0.23 0.14 0.16 0.7291
C 0.0867 0.4743 -0.0369 -0.10 -0.12 -0.07 -0.2302
C -4.3318 0.4661 -2.6864 -0.02 -0.09 -0.08 -0.9218
C 3.9253 -1.5490 -3.5233 -0.01 0.00 -0.03 -0.7566
N -0.4436 -1.6063 -0.4186 -0.18 0.06 0.05 -0.5622
C -0.3559 3.0588 -2.5029 -0.01 -0.05 0.04 -0.6142
S -1.7312 -1.6475 2.4680 -0.08 -0.52 0.43 -0.4264
H -3.5722 -5.9084 0.6481 -0.01 0.00 0.00 0.3599
C 1.2449 -0.2700 -0.2027 -0.09 0.12 -0.27 0.4671
C 3.6839 1.5087 0.1464 -0.06 -0.01 0.00 0.8602
H 3.5540 -1.4270 -4.5323 0.01 0.00 0.00 0.4458
N 0.8540 -1.5412 -0.4617 0.13 -0.09 -0.02 -0.5460
H 0.7089 5.6941 3.3592 0.00 -0.01 0.00 0.4369
N 0.1347 -3.4031 1.8188 0.00 -0.12 -0.09 0.1660
H -5.0575 0.8349 0.8080 -0.08 -0.03 -0.07 0.2452
C 0.2714 4.1724 1.9208 -0.04 0.04 -0.05 -0.4972
C 3.7696 -1.0618 -1.1749 -0.02 0.01 0.04 0.5965
P 2.9990 -0.1725 0.1956 0.13 -0.05 0.13 0.7615
H 2.5518 -3.8850 0.5920 0.00 0.01 -0.01 0.1254
H 6.3414 -3.1696 -1.7886 -0.01 0.01 0.00 0.4339
C 0.9386 2.3608 3.9226 0.04 -0.01 0.02 -0.6978
H -2.9498 -2.5483 -0.1746 0.18 0.01 0.10 -0.3919
C -1.5763 -5.2113 0.8662 0.20 -0.04 0.01 0.9080
C -2.2340 -1.8781 -3.3187 -0.10 0.02 0.09 -1.0460
Se -2.5534 2.2221 -0.0291 -0.28 -0.06 -0.13 -0.4548
H 5.2169 -2.0093 0.0877 -0.01 0.00 -0.01 0.4558
H -3.6123 1.2044 -2.3400 0.02 -0.02 -0.02 0.0271
H 1.2085 1.6533 4.6962 0.00 0.00 0.00 0.4960
N -0.9410 -0.4121 -0.1501 0.53 -0.32 0.31 1.2349
H 4.3864 1.3870 -1.8862 0.00 -0.01 0.00 0.4027
H -0.0007 4.8806 1.1471 -0.01 -0.01 0.01 0.5854
C 4.9603 3.2239 -0.9607 0.01 0.04 -0.05 -0.8570
H -1.2638 2.4777 -2.6050 0.00 -0.01 0.00 0.3948
C 0.1596 3.7381 -3.5912 -0.02 0.01 -0.03 -0.8848
H -1.3179 -1.3879 -2.9950 0.01 0.05 0.02 0.2153
C 4.9278 3.9973 0.1892 0.01 0.06 -0.01 -0.5679
H -2.4241 -1.6186 -4.3612 -0.01 0.00 0.00 0.4259
C 1.0000 3.7253 4.1663 0.00 -0.01 0.03 -0.7886
Se 3.2518 -1.0326 2.1196 -0.05 -0.06 0.01 -0.3009
N -2.4164 1.0726 3.2366 0.29 0.09 -0.22 -0.2879
C -4.7932 1.3066 2.7905 0.16 0.16 0.05 -0.6524
H 1.9617 3.9514 -0.1805 0.05 -0.03 0.04 0.3573
C 4.8636 -1.8807 -0.9289 0.02 0.04 0.12 -0.6782
H -1.7275 0.6704 3.8598 0.12 -0.05 -0.04 0.2909
H -5.2153 -0.4395 1.7974 0.04 -0.07 0.02 0.2765
C 3.2961 -0.8991 -2.4756 -0.03 -0.01 0.01 -0.3249
H 2.4293 -0.2781 -2.6707 0.00 0.00 0.01 0.5042
H -3.8801 1.5564 4.7221 -0.02 0.04 -0.04 0.4606
C -3.4850 -1.6109 -0.2932 -0.26 0.36 -0.06 -0.1745
Ge -3.7821 -1.3638 -2.2240 -0.04 0.14 -0.10 0.5105
C 0.2893 3.1335 -1.2660 0.01 -0.05 -0.01 0.6662
H -2.1493 2.0389 3.0837 -0.10 0.09 0.02 0.1378
H 3.2493 1.8768 2.2150 -0.07 -0.02 0.03 0.3313
H 5.4817 3.5774 -1.8410 -0.01 0.00 0.01 0.4563
C -2.5704 -6.1907 0.3386 0.01 -0.02 -0.03 -1.4363
C -1.2039 -3.1708 1.8204 -0.07 0.36 0.08 0.2149
H -2.5270 -6.1979 -0.7533 0.00 0.00 0.01 0.3009
C 3.6801 2.2787 1.3097 0.02 -0.07 0.01 -0.6655
H 0.5270 0.8260 2.4884 -0.01 -0.01 -0.03 0.3249
H 0.7627 -2.6452 2.0964 -0.06 0.00 -0.02 -0.0065
C 1.3075 4.5068 -3.4488 0.00 0.02 -0.05 -0.6317
C 1.4482 3.8913 -1.1301 0.00 0.01 0.06 -0.2564
H 1.7006 5.0499 -4.2986 0.00 0.00 0.01 0.4076
C 5.0225 -2.3645 -3.2752 0.00 -0.01 -0.06 -0.5508
H -4.4695 -1.7770 0.1653 0.03 0.00 -0.02 0.6898
C -3.7434 0.9494 3.8222 -0.24 -0.12 0.08 -0.7446
C 0.2257 2.8018 1.6688 -0.04 -0.06 -0.06 0.9488
H 2.5882 -4.4822 2.2425 -0.01 -0.01 -0.01 0.3295
H 2.8384 5.1855 -2.1097 0.01 -0.01 0.00 0.5125
H -5.3074 0.7075 -2.2588 0.01 -0.01 0.05 0.3268
H -6.1951 -2.2584 -2.1684 0.02 0.03 0.02 0.3729
C 1.9460 4.5849 -2.2222 0.06 0.03 0.00 -0.7661
H -0.3432 3.6793 -4.5473 0.01 0.00 0.00 0.4504
H -5.4701 -2.5835 -3.7416 0.04 0.03 -0.02 0.3782
C 4.3394 1.9845 -0.9860 -0.07 0.01 -0.09 -0.3915
C 0.6657 4.6303 3.1661 0.00 0.04 0.01 -0.8241
H -5.0585 -3.5935 -2.3557 0.03 0.01 0.00 0.3610
H -4.4216 0.5628 -3.7699 -0.02 -0.05 0.00 0.4284
C -5.2773 -2.5712 -2.6685 0.08 0.02 0.05 -1.2574
C 5.4893 -2.5311 -1.9812 0.06 -0.04 -0.02 -0.6667
H 4.2847 4.1077 2.2369 0.00 0.00 -0.01 0.4810
H 5.5101 -2.8752 -4.0955 0.00 0.00 0.01 0.4002
```
Positions in Å, forces in eV/Å.